A molecular structure, C19H43Cl2F3InO3P2S in a non-equilibrium geometry. Source: the Open Molecules 2025 dataset; level of theory: wB97M-V/def2-TZVPD.

Structure (XYZ):
```
74
Properties=species:S:1:pos:R:3:lowdin_charge:R:1
In -0.9214 0.3885 1.4768 0.136
Cl -0.5396 0.9328 -1.0271 0.031
P -3.1631 -0.3669 -0.1007 0.856
C -3.1914 -1.2193 -1.7414 -0.530
C -4.0902 -1.3593 1.1504 -0.522
C -3.9879 1.2314 -0.4860 -0.513
C -1.9226 -2.0367 -2.0237 -0.140
H -3.1967 -0.3679 -2.4467 0.104
C -4.4566 -2.0579 -1.9211 -0.124
H -4.4845 -2.8902 -1.2002 0.064
H -4.4333 -2.4778 -2.9379 0.076
H -5.3658 -1.4529 -1.8128 0.051
H -1.0373 -1.3905 -2.0621 0.011
H -2.0314 -2.5347 -2.9984 0.072
H -1.7638 -2.8183 -1.2678 0.072
H -3.4588 1.5407 -1.4029 0.088
C -3.8049 2.3624 0.5517 -0.111
C -5.4663 0.9883 -0.8195 -0.117
H -5.5988 0.5476 -1.8143 0.063
H -5.9899 1.9511 -0.8122 0.070
H -5.9592 0.3452 -0.0763 0.070
H -3.7669 1.9876 1.5873 0.046
H -4.6638 3.0504 0.4684 0.074
H -2.8877 2.9389 0.3471 0.065
C -3.4030 -2.7201 1.4074 -0.106
H -5.0786 -1.5214 0.6825 0.093
C -4.2608 -0.5795 2.4609 -0.132
H -3.4129 -3.3542 0.5093 0.056
H -3.9560 -3.2498 2.2000 0.078
H -2.3589 -2.6030 1.7485 0.061
H -3.2944 -0.2998 2.9199 0.051
H -4.7889 -1.2246 3.1815 0.074
H -4.8646 0.3273 2.3179 0.067
Cl 0.2871 -1.1509 2.8370 -0.048
H -1.8439 -0.8872 0.2986 -0.133
P 3.7314 0.6495 -0.3628 1.038
C 3.7880 2.2926 -1.0906 -0.575
C 4.4080 0.4392 1.3361 -0.562
C 3.8143 -0.6815 -1.5808 -0.578
C 2.5486 3.0952 -0.6472 -0.139
H 3.6881 2.0947 -2.1712 0.106
C 5.1132 3.0143 -0.8472 -0.137
H 5.2402 3.2840 0.2072 0.064
H 5.1148 3.9427 -1.4302 0.066
H 5.9644 2.4048 -1.1746 0.064
H 1.6232 2.5346 -0.8373 0.004
H 2.5037 4.0493 -1.1874 0.072
H 2.5876 3.3243 0.4240 0.054
H 3.2353 -0.2848 -2.4393 0.107
C 3.0984 -1.9562 -1.0836 -0.129
C 5.2567 -0.9146 -2.0430 -0.147
H 5.6049 -0.0729 -2.6541 0.064
H 5.2813 -1.8175 -2.6630 0.060
H 5.9462 -1.0507 -1.2002 0.068
H 2.1664 -1.7180 -0.5484 0.070
H 3.7572 -2.5534 -0.4409 0.057
H 2.8443 -2.5739 -1.9543 0.069
C 3.8120 1.4795 2.3033 -0.120
H 5.4860 0.6271 1.1695 0.086
C 4.1883 -0.9702 1.9066 -0.124
H 3.9914 2.5129 1.9842 0.055
H 4.2608 1.3631 3.2992 0.079
H 2.7274 1.3187 2.4046 0.059
H 3.1144 -1.1538 2.0576 0.040
H 4.6748 -1.0533 2.8869 0.074
H 4.6113 -1.7597 1.2754 0.052
F -0.0264 4.2482 4.6444 0.124
C 0.5941 3.4154 3.7898 -0.605
F 1.6924 4.0415 3.2766 0.101
F 0.9949 2.2977 4.4372 0.120
S -0.4844 2.9598 2.3515 0.517
O -1.5202 2.0216 2.8875 -0.413
O -0.9498 4.1570 1.7244 -0.254
O 0.4654 2.1193 1.5715 -0.441
```

Output
total charge = -1
calculated total energy = -3466.467046 Eh
LUMO (spin up / spin down) = 2.597 / 2.627 eV
frontier orbital gap (spin up / spin down) = 0.1691 / 0.1758 hartree